(1)
Entry from the OMol25 dataset: C54H61AsN3OOs as an isolated structure (ωB97M-V with the def2-TZVPD basis set).

XYZ file:
```
121
Properties=species:S:1:pos:R:3:mulliken_charge:R:1
Os -0.22638 -0.30105 0.41907 1.486
As -1.16291 -1.95936 -1.18868 2.045
O -2.97067 0.80445 -1.49697 -0.456
N -0.81686 1.32497 -0.84153 0.629
N -0.49368 3.16377 -2.09990 0.224
N 1.26420 2.40214 -0.73728 0.169
C 4.81644 -1.01279 -0.99764 0.126
C -3.03024 -2.19410 -1.70688 0.754
C 3.58423 -1.75086 -1.38530 0.831
C 0.03019 2.30608 -1.21395 0.243
C -1.87115 2.79372 -2.34913 -0.859
C 3.70927 -2.99148 -2.16461 0.160
C -1.00459 -6.17185 -0.89286 -0.791
C 0.61748 -0.46042 -4.70676 -0.765
C 3.14990 0.70092 2.04953 -1.332
C 0.75072 -5.30466 0.49791 -0.325
C 2.29192 -0.03704 4.27302 -1.940
C -2.91238 2.09334 3.71345 -1.812
C 0.08305 4.39776 -2.58862 -1.046
C -0.27556 -2.92498 -3.81087 -0.794
C 6.95376 -0.94888 0.11349 -0.871
C 0.25793 -2.79832 -5.08615 -0.676
C 4.82139 -3.21541 -2.98010 -0.590
C -1.30933 0.89634 2.21758 0.303
C -4.03313 -0.90701 2.07320 -1.747
C 2.25246 -0.30982 2.76041 2.499
C 2.71716 -3.97062 -2.08338 0.523
C -5.23507 -3.09320 -1.32507 -1.007
C 0.37336 -4.01108 0.16468 -0.486
C 0.70495 -1.56721 -5.53932 -0.997
C 0.08591 -0.59146 -3.43259 -0.370
C 7.06883 0.40499 -0.17398 -0.506
C 2.75836 -1.73060 2.50123 -1.498
C -1.36301 3.41312 2.33103 -2.003
C 5.84140 -1.65968 -0.30912 -0.176
C 0.13051 1.07407 2.10563 -1.262
C -2.94708 -1.29876 4.31213 -1.700
C -5.68447 -2.51208 -2.50097 -0.843
C -4.80292 -1.78790 -3.28958 -0.903
C -0.22671 -1.13242 2.44338 -0.857
C 4.94049 0.34390 -1.28513 -0.107
C 4.92897 -4.38976 -3.70637 -0.792
C -1.52990 -0.49082 2.43508 -0.098
C -3.26966 2.32192 1.24080 -1.665
C 0.80426 -0.14700 2.35330 0.719
C -2.75206 -1.33835 2.78441 2.468
C 6.06501 1.04856 -0.88434 -0.803
C -1.37932 -4.87887 -1.22945 -0.790
C -0.69089 -3.78698 -0.70270 1.247
C -2.47630 -2.81045 2.44515 -2.666
C -0.37139 -1.82216 -2.97096 0.709
C -3.48242 -1.63388 -2.89688 -0.670
C 1.34492 -0.81984 -0.45152 0.167
C 2.41074 -1.25796 -0.98215 -0.899
C 2.83434 -5.14830 -2.79902 -0.428
C -3.91289 -2.93920 -0.93205 -0.235
C -2.21766 2.13513 2.34251 2.483
C 3.93989 -5.36010 -3.61310 -0.825
C -2.00713 1.51868 -1.53257 -0.098
C 0.06136 -6.38648 -0.02976 -1.006
H -0.65542 3.44656 3.16086 0.316
H 2.84761 1.72889 2.26652 0.253
H 1.61018 1.60380 -0.21474 -0.867
H 2.19644 -2.46515 3.08231 0.333
H 5.75592 -2.71769 -0.09332 0.517
H -2.06178 2.58993 -3.40411 0.450
H 3.14326 0.53672 0.97270 -0.008
H -1.76970 -3.26313 3.14209 0.369
H -3.89418 -0.87774 0.99096 0.102
H 7.94417 0.95423 0.14649 0.417
H 6.16144 2.09923 -1.12628 0.422
H -0.32950 5.26180 -2.06415 0.319
H -3.23802 -0.31908 4.67976 0.236
H -2.20641 1.85456 4.51106 0.360
H -6.71501 -2.63360 -2.80788 0.424
H -5.91043 -3.67736 -0.71311 0.482
H 4.15055 0.83224 -1.84479 0.493
H -2.02772 -1.59376 4.82252 0.321
H 5.78894 -4.55084 -4.34273 0.436
H -2.82158 2.78535 0.36249 0.249
H -3.40634 -3.37539 2.52201 0.612
H 0.35157 -7.39566 0.23182 0.414
H 3.30357 -0.19075 4.65310 0.473
H -4.38036 0.06827 2.40419 0.270
H -2.07487 -2.93218 1.44325 0.500
H -3.74323 1.40238 0.91857 -0.004
H 0.33119 -3.67048 -5.72290 0.464
H -4.82772 -1.62224 2.29439 0.572
H 0.91489 -3.16723 0.57193 -0.723
H 0.62933 2.01947 1.98676 0.558
H -3.34401 3.07350 3.92382 0.541
H 1.86408 -3.80500 -1.43545 -0.069
H 5.59560 -2.46324 -3.05655 0.530
H -4.04019 3.00668 1.60128 0.585
H 1.12441 -1.47179 -6.53212 0.395
H -2.80663 -1.07174 -3.52850 0.447
H 0.97240 0.50460 -5.04691 0.481
H 2.69477 -1.99330 1.44564 0.062
H -0.60684 -3.89979 -3.47884 0.339
H -0.81060 3.52313 1.39378 0.186
H 3.80448 -1.80648 2.80354 0.527
H -5.14152 -1.34328 -4.21630 0.438
H 1.58371 -5.46614 1.17053 0.494
H -0.12561 4.49622 -3.65296 0.332
H 2.06567 -5.90618 -2.71632 0.456
H -0.06214 -2.16844 2.68517 0.457
H 1.99567 0.99026 4.49319 0.324
H -2.57355 3.55396 -1.99938 0.373
H -3.57848 -3.42452 -0.02808 0.500
H 0.05381 0.27191 -2.78437 0.238
H -3.72272 1.37039 3.73928 0.255
H -2.22332 -4.72443 -1.89023 0.516
H 4.03302 -6.28199 -4.17221 0.438
H 7.73692 -1.45445 0.66298 0.410
H -1.54960 -7.01244 -1.30250 0.445
H 1.62024 -0.70897 4.81041 0.326
H -3.72773 -2.00897 4.59181 0.482
H 1.16354 4.39783 -2.46666 0.348
H 4.18249 0.58644 2.38550 0.506
H -2.02632 4.27401 2.42410 0.485
H 1.91374 3.07834 -1.09600 0.301
```

Values from the calculation:
Relative energy (zero: lowest compared OMol25 entry of this formula, charge and spin) in kJ/mol: 8.08
E_tot in Ha: -4660.101688
Net charge: +1
Lowest unoccupied orbital energy (spin up / spin down) in eV: -3.141 / -3.142

***

(2)
Entry from the OMol25 dataset: C54H64F3Ge2NNaO5S4 as an isolated structure in a non-equilibrium geometry (ωB97M-V with the def2-TZVPD basis set).

XYZ file:
```
134
Properties=species:S:1:pos:R:3:mulliken_charge:R:1
Ge 0.25089 0.62598 -1.29500 -0.189
Ge -0.11492 -1.81149 0.45443 1.189
S 1.14145 0.11043 0.76268 -0.512
S -1.67850 1.48234 -0.99996 0.115
S -2.13277 -1.72209 1.13354 -0.955
S 0.07350 -1.58823 -1.81190 -0.416
Na -2.29946 1.04687 1.78228 1.513
F -4.89807 7.16776 5.50470 -0.253
F -6.75966 6.49584 4.63431 -0.260
F -5.98976 5.53781 6.41893 -0.282
O -4.33656 -0.38197 -0.83161 -0.816
O -5.38665 1.10455 1.32683 -0.679
O -3.72744 0.10126 3.30578 -0.528
O -4.54582 2.96188 -0.72332 -0.787
O -0.65425 1.76450 2.84429 -0.691
N -3.48150 3.33383 2.76894 0.225
C 3.68123 -2.51778 -3.75821 -0.473
C 1.14751 -3.41942 2.64896 -0.796
C -0.84144 2.65052 -4.58317 -1.618
C -0.04610 -4.78598 -0.68266 -0.037
C 1.47033 -2.15576 3.37559 0.215
C 1.61454 1.60812 -2.43009 0.424
C -2.09840 5.37396 -2.25642 0.815
C -5.63278 6.06561 5.23498 0.783
C 1.21811 4.82721 -0.50795 -2.096
C -2.42298 -5.22050 0.07636 -1.805
C 0.98041 -0.51584 5.06258 -1.210
C 3.62138 -2.03854 2.05978 -1.117
C 1.92585 -1.01541 -4.72931 -1.610
C -4.39682 3.90654 4.89915 -1.063
C -4.64060 5.40413 3.04496 -1.069
C 1.40200 2.95953 -2.78136 -0.702
C -0.89976 3.64605 -3.45878 1.404
C -1.38681 -5.02184 -0.99769 1.258
C -0.83142 -4.95337 -3.35875 0.949
C 2.37792 3.67563 -3.47149 -0.043
C 4.66536 -2.83106 -2.83012 0.349
C 5.49712 -4.07606 -2.99044 -1.704
C -3.69906 3.05829 4.05051 -0.182
C 2.34754 -4.38923 -1.37446 -0.856
C 2.81842 1.00954 -2.83541 -1.305
C 0.08916 4.66415 -1.49478 0.711
C 0.68613 -5.86972 1.41843 0.039
C 2.68658 -1.50936 3.11299 0.905
C -2.00671 4.46265 -3.30367 -1.021
C 3.26214 -0.41156 -2.67298 2.015
C 4.52953 0.22540 -0.58508 -1.750
C -1.75731 -5.09365 -2.33706 -1.040
C 0.64968 -3.44587 1.33743 0.731
C 1.18999 -5.83559 2.70602 -1.152
C 3.56730 3.08246 -3.84457 -1.143
C 3.77203 1.75508 -3.53621 0.177
C -1.04349 5.46395 -1.36466 -0.748
C 0.50171 -4.75389 -3.02415 -0.205
C 0.15203 3.73942 -2.53494 0.612
C -3.94284 4.48026 2.28082 -0.456
C 0.62009 -1.67399 4.37542 0.999
C -4.87651 5.09529 4.37613 0.558
C -1.25196 -4.98975 -4.80375 -1.589
C 0.90702 -4.66161 -1.70187 0.433
C 4.20969 -0.73748 -1.69507 0.524
C 2.16761 0.15224 4.79694 1.148
C -3.33659 6.21551 -2.09037 -1.599
C 2.97529 -1.32429 -3.69770 0.558
C 3.01536 -0.36501 3.82556 -0.829
C 4.88778 -1.95000 -1.78331 -0.732
C -0.63238 -2.41321 4.75418 -1.749
C 1.43110 -4.61423 3.30786 0.070
C 2.54214 1.40673 5.54199 -1.728
C 0.41503 -4.69055 0.73163 -0.982
H 4.68843 1.26181 -3.83929 0.463
H 0.93488 -1.08871 -4.27413 0.138
H 3.66435 0.35155 0.06649 0.117
H 5.36460 -0.13494 0.01690 0.426
H -4.99484 6.33148 2.61655 0.425
H -1.64578 2.82276 -5.29796 0.505
H -3.17030 7.01995 -1.37281 0.381
H -0.95764 1.63878 -4.18378 0.140
H -1.09379 6.17254 -0.54293 0.347
H -3.75656 4.66022 1.22791 0.598
H 2.18061 4.71075 -3.72474 0.499
H 6.04143 -4.30616 -2.07467 0.364
H -3.48936 -0.76038 2.92477 0.146
H 4.87950 -4.93578 -3.25569 0.374
H 3.95306 0.13962 3.61531 0.427
H 4.32018 3.64438 -4.38423 0.364
H -0.38784 -3.28372 5.37012 0.280
H 0.51053 -6.81463 0.91681 0.479
H 2.51957 -3.30942 -1.35123 -0.305
H -0.29592 1.25586 3.58460 0.234
H 0.11458 2.69076 -5.10804 0.344
H 3.24187 -1.79183 1.06309 -0.267
H 2.03517 -0.00200 -5.11826 0.348
H 1.76235 5.75561 -0.70053 0.387
H 3.49749 1.27858 6.05429 0.398
H -2.13278 -4.72673 1.00065 0.175
H -1.17697 -3.99147 -5.24145 0.258
H -4.15777 5.59298 -1.72930 0.225
H 0.82686 4.87141 0.50967 0.460
H -5.22702 1.94787 0.87504 0.366
H 3.47893 -3.21048 -4.56998 0.209
H -4.56549 3.64153 5.93258 0.432
H 2.62624 -4.79700 -0.40424 0.285
H 1.84273 -4.56661 4.31021 0.521
H 1.92698 4.00409 -0.57072 0.201
H 0.32300 -0.14531 5.84533 0.350
H -4.89630 2.26683 -1.29486 0.328
H -1.31109 -1.76843 5.31325 0.425
H 3.00262 -4.80956 -2.13697 0.458
H 4.78120 1.21075 -0.98284 0.425
H -2.83274 4.37678 -4.00276 0.350
H -0.61060 -5.65765 -5.38134 0.371
H 3.70672 -3.12360 2.12065 0.383
H -1.15292 -2.77114 3.86748 0.205
H -5.12157 0.45143 0.64349 0.441
H 1.78371 1.66311 6.28129 0.348
H 1.24137 -4.63986 -3.81109 0.303
H 1.97061 -1.72088 -5.55931 0.514
H 6.22591 -3.93839 -3.79304 0.386
H -3.56887 0.14615 -1.12717 0.263
H 2.64532 2.24614 4.85184 0.325
H 1.40245 -6.75683 3.23508 0.382
H -3.38253 -4.81046 -0.23667 0.407
H -4.48969 0.40357 2.76640 0.416
H -2.28486 -5.32307 -4.90189 0.382
H 0.01885 1.61217 2.15218 0.080
H -3.57824 2.83423 -0.77859 0.051
H 5.63407 -2.19328 -1.03327 0.256
H 4.61260 -1.59687 2.16577 0.565
H -2.80270 -5.24828 -2.58475 0.299
H -3.91166 -1.13371 -0.38229 0.311
H -3.31249 2.11096 4.40413 0.515
H -3.63901 6.65254 -3.04344 0.429
H -2.55300 -6.28705 0.28564 0.346
```

Values from the calculation:
Relative energy (zero: lowest compared OMol25 entry of this formula, charge and spin) in kJ/mol: 43.15
E_tot in Ha: -8736.047979
Net charge: -1
Lowest unoccupied orbital energy in eV: 1.887